Entry 1:
Density functional theory data (the ωB97M-V functional and the def2-TZVPD basis) for the molecule C23H34N4O2.

- SMILES string = CC1(C)[C@@H](CNC(=O)c2cnn(CC3CC3)c2)CCN1C(=O)C1CC2(CCC2)C1
- max |F| (eV Å⁻¹) = 0.17
- E_tot (Eh) = -1266.28724
- LUMO (eV) = 0.58
- orbital gap (Eh) = 0.3551
- HOMO energy (Eh) = -0.334
- energy above the lowest of the compared OMol25 structures with the same formula, charge and spin (eV) = 2.923

Each line ends with the natural charge from an NBO analysis.
Geometry (Å):
1 C -2.253 -0.092 -1.309  -0.64
2 C -0.772 -0.398 -1.085  0.17
3 C -0.238 0.364 0.127  -0.63
4 C -0.484 -1.917 -0.954  -0.23
5 C -1.554 -2.766 -0.283  -0.22
6 N -1.796 -2.421 1.106  -0.62
7 C -0.908 -2.765 2.079  0.67
8 O 0.087 -3.428 1.836  -0.63
9 C -1.212 -2.277 3.438  -0.27
10 C -0.601 -2.723 4.626  0.00
11 N -1.054 -2.071 5.680  -0.26
12 N -1.954 -1.200 5.195  -0.16
13 C -2.645 -0.276 6.084  -0.20
14 C -1.711 0.473 6.990  -0.24
15 C -2.262 1.008 8.283  -0.42
16 C -1.298 -0.144 8.290  -0.40
17 C -2.077 -1.287 3.859  -0.01
18 C -0.207 -2.374 -2.382  -0.40
19 C 0.600 -1.220 -2.949  -0.21
20 N -0.005 -0.052 -2.312  -0.46
21 C 0.125 1.220 -2.768  0.70
22 O -0.418 2.174 -2.227  -0.65
23 C 1.002 1.410 -3.987  -0.30
24 C 1.333 2.860 -4.380  -0.38
25 C 2.768 2.414 -4.689  -0.03
26 C 3.217 2.145 -6.142  -0.40
27 C 4.654 2.521 -5.716  -0.40
28 C 4.049 3.238 -4.488  -0.40
29 C 2.526 1.146 -3.844  -0.39
30 H -2.829 -0.288 -0.402  0.19
31 H -2.370 0.959 -1.564  0.25
32 H -2.666 -0.695 -2.120  0.20
33 H -0.715 -0.007 1.035  0.21
34 H 0.837 0.206 0.225  0.21
35 H -0.429 1.430 0.029  0.24
36 H 0.437 -2.031 -0.374  0.23
37 H -2.501 -2.685 -0.818  0.20
38 H -1.237 -3.810 -0.326  0.22
39 H -2.646 -1.954 1.361  0.39
40 H 0.148 -3.491 4.730  0.23
41 H -3.209 0.405 5.446  0.21
42 H -3.361 -0.841 6.686  0.21
43 H -0.974 1.083 6.481  0.22
44 H -1.914 1.974 8.619  0.22
45 H -3.300 0.800 8.509  0.21
46 H -1.681 -1.131 8.508  0.22
47 H -0.289 0.034 8.631  0.22
48 H -2.738 -0.626 3.320  0.21
49 H 0.327 -3.322 -2.424  0.22
50 H -1.145 -2.485 -2.935  0.20
51 H 1.656 -1.317 -2.674  0.19
52 H 0.541 -1.154 -4.035  0.21
53 H 0.591 0.852 -4.832  0.22
54 H 0.761 3.309 -5.192  0.21
55 H 1.277 3.506 -3.503  0.23
56 H 3.044 1.148 -6.550  0.20
57 H 2.797 2.887 -6.825  0.20
58 H 5.227 1.641 -5.423  0.20
59 H 5.249 3.112 -6.410  0.20
60 H 3.870 4.297 -4.689  0.20
61 H 4.558 3.140 -3.529  0.20
62 H 2.849 1.284 -2.809  0.21
63 H 2.923 0.204 -4.224  0.20

=====

Entry 2:
Density functional theory data (the ωB97M-V functional and the def2-TZVPD basis) for a structure of composition C24H76N6O11 in a non-equilibrium geometry.

- max |F| (eV Å⁻¹) = 14.28
- E_tot (Eh) = -2114.98243
- LUMO (eV) = 0.06
- orbital gap (Eh) = 0.2410
- HOMO energy (Eh) = -0.239
- energy above the lowest of the compared OMol25 structures with the same formula, charge and spin (eV) = 30.202

Each line ends with the Mulliken charge.
Geometry (Å):
1 C -1.482 5.015 1.158  -1.63
2 C -1.195 4.331 -0.176  0.33
3 C 0.368 4.017 -0.193  -0.30
4 O 0.402 3.473 -1.498  -0.32
5 C 1.727 3.094 -2.007  -0.97
6 N -2.187 3.242 -0.154  -0.34
7 H -1.421 4.391 2.050  0.27
8 H -2.342 5.683 1.199  0.42
9 H -0.679 5.713 1.395  0.44
10 H -1.424 5.047 -0.967  0.32
11 H 0.704 3.220 0.470  0.04
12 H 0.946 4.941 -0.168  0.47
13 H 2.486 3.365 -1.273  0.34
14 H 1.937 3.689 -2.895  0.20
15 H 1.863 2.058 -2.319  0.77
16 H -2.353 3.050 -1.132  0.26
17 H -3.093 3.635 0.058  0.51
18 C 1.725 -4.553 0.162  -0.21
19 C 1.698 -4.581 1.704  0.36
20 C 0.184 -4.418 2.200  -1.20
21 O -0.436 -3.243 1.752  -0.39
22 C -1.566 -2.959 2.555  -1.13
23 N 2.327 -5.683 2.231  -0.72
24 H 1.019 -5.178 -0.384  0.14
25 H 2.710 -4.459 -0.294  0.43
26 H 1.455 -3.522 -0.070  -0.26
27 H 2.243 -3.694 2.026  0.26
28 H 0.272 -4.395 3.286  0.35
29 H -0.484 -5.246 1.963  0.48
30 H -2.300 -3.763 2.514  0.34
31 H -2.175 -2.085 2.324  0.36
32 H -1.280 -2.907 3.605  0.42
33 H 1.876 -6.517 1.883  0.28
34 H 3.276 -5.701 1.885  0.33
35 C 0.164 0.732 -1.408  -1.03
36 C 0.263 -0.385 -0.276  2.91
37 C -1.153 -0.831 0.237  -0.43
38 O -1.808 0.151 1.023  -0.37
39 C -1.363 0.395 2.385  -1.32
40 N 1.165 -1.515 -0.696  0.43
41 H 1.033 1.210 -1.861  -0.66
42 H -0.308 1.641 -1.036  -1.07
43 H -0.593 0.435 -2.134  0.50
44 H 0.827 0.117 0.510  0.77
45 H -1.048 -1.773 0.776  0.07
46 H -1.893 -1.049 -0.533  -0.66
47 H -2.168 0.820 2.984  -0.61
48 H -0.521 1.083 2.465  0.45
49 H -1.043 -0.472 2.962  0.97
50 H 1.911 -1.095 -1.233  -1.61
51 H 0.658 -2.159 -1.285  1.11
52 C 3.474 2.235 0.302  -1.63
53 C 3.957 1.907 -1.056  0.29
54 C 3.638 0.528 -1.623  -0.52
55 O 4.362 0.265 -2.827  -0.52
56 C 4.155 -1.153 -3.107  -0.30
57 N 3.491 2.933 -1.954  -0.47
58 H 2.388 2.272 0.379  0.25
59 H 3.960 3.096 0.762  0.42
60 H 3.808 1.495 1.030  0.44
61 H 5.033 2.031 -0.937  0.51
62 H 2.556 0.397 -1.606  -0.12
63 H 4.057 -0.232 -0.964  0.64
64 H 4.975 -1.697 -2.639  0.35
65 H 4.226 -1.212 -4.193  0.34
66 H 3.187 -1.601 -2.880  -0.07
67 H 3.361 2.554 -2.881  0.41
68 H 4.100 3.732 -1.852  0.46
69 C 3.519 -2.113 -5.907  -1.01
70 C 2.087 -2.699 -5.997  0.83
71 C 1.026 -1.763 -5.212  -1.09
72 O 1.078 -1.919 -3.757  0.01
73 C 0.396 -0.997 -2.941  -0.70
74 N 1.657 -2.913 -7.417  -0.69
75 H 3.727 -1.475 -6.766  0.40
76 H 4.319 -2.851 -5.840  0.34
77 H 3.508 -1.436 -5.053  -0.11
78 H 2.066 -3.651 -5.465  0.17
79 H 0.013 -2.116 -5.405  0.22
80 H 1.023 -0.693 -5.422  0.36
81 H -0.654 -1.288 -2.947  0.38
82 H 0.522 0.015 -3.325  0.92
83 H 0.665 -1.068 -1.887  -1.44
84 H 0.793 -3.412 -7.576  0.21
85 H 2.369 -3.316 -8.009  0.21
86 C -6.443 2.785 6.053  -1.39
87 C -4.871 3.076 6.080  0.31
88 C -4.100 2.182 5.115  -0.65
89 O -4.762 1.943 3.877  -0.35
90 C -4.055 1.043 2.937  -0.82
91 N -4.786 4.437 5.593  -0.79
92 H -7.028 3.693 6.202  0.43
93 H -6.608 2.034 6.825  0.35
94 H -6.720 2.300 5.117  0.30
95 H -4.528 3.060 7.114  0.39
96 H -3.952 1.263 5.683  0.28
97 H -3.082 2.529 4.936  0.39
98 H -4.784 0.938 2.134  0.22
99 H -3.807 0.198 3.579  0.40
100 H -3.099 1.303 2.483  0.94
101 H -3.925 4.627 5.100  0.26
102 H -5.515 4.481 4.896  0.29
103 O -0.012 -3.016 -1.813  -0.46
104 H -0.128 -3.779 -2.379  0.44
105 H -0.776 -3.026 -1.237  0.23
106 O -2.544 -2.602 -1.545  -0.60
107 H -2.858 -1.927 -0.943  0.52
108 H -2.871 -2.330 -2.402  0.29
109 O -2.692 1.963 1.277  -1.11
110 H -2.611 2.537 0.516  0.45
111 H -2.026 1.289 1.141  0.12
112 O 1.078 -0.104 3.466  -0.69
113 H 0.555 -0.604 2.840  0.15
114 H 1.973 -0.166 3.134  0.44
115 O 1.350 -2.072 1.411  -0.98
116 H 1.258 -1.612 0.577  0.89
117 H 0.602 -2.668 1.441  0.15

=====

Entry 3:
Density functional theory data (the ωB97M-V functional and the def2-TZVPD basis) for a cluster of 2 separate species, CHNS2 in total in a non-equilibrium geometry.

- max |F| (eV Å⁻¹) = 3.34
- E_tot (Eh) = -889.67876
- LUMO (alpha / beta) (eV) = -4.55 / -4.57
- orbital gap (alpha / beta) (Eh) = 0.1841 / 0.1832
- HOMO energy (alpha / beta) (Eh) = -0.351 / -0.351
- energy above the lowest of the compared OMol25 structures with the same formula, charge and spin (eV) = 3.328

Each line ends with the natural charge from an NBO analysis.
Geometry (Å):
1 C 1.470 -0.567 0.260  -0.03
2 N 1.115 -1.636 0.398  -0.27
3 S -1.801 1.117 -0.122  0.02
4 S 1.583 1.048 -0.047  0.19
5 H -2.366 0.038 -0.489  0.09

=====

Entry 4:
Density functional theory data (the ωB97M-V functional and the def2-TZVPD basis) for a cluster of 8 separate species, H18O9 in total in a non-equilibrium geometry.

- max |F| (eV Å⁻¹) = 13.12
- E_tot (Eh) = -687.72373
- LUMO (eV) = -0.59
- orbital gap (Eh) = 0.3064
- HOMO energy (Eh) = -0.328
- energy above the lowest of the compared OMol25 structures with the same formula, charge and spin (eV) = 8.220

Each line ends with the natural charge from an NBO analysis.
Geometry (Å):
1 H -0.272 2.112 0.856  0.47
2 H 0.297 1.798 -0.518  0.43
3 H 0.692 -0.623 -1.960  0.45
4 H 1.651 -1.318 -2.912  0.45
5 H -2.343 -1.434 -0.479  0.45
6 H -3.850 -1.529 -0.658  0.46
7 H -2.661 1.386 4.150  0.46
8 H -2.055 0.928 5.467  0.47
9 H -0.414 -1.367 -3.369  0.45
10 H 0.633 -2.457 -3.525  0.45
11 H 3.145 2.199 3.535  0.47
12 H 4.593 1.779 3.722  0.47
13 H -0.734 -2.358 0.007  0.44
14 H -0.337 -3.820 0.124  0.47
15 H 0.976 -0.146 0.398  0.46
16 H 1.974 -0.108 1.543  0.41
17 H -0.716 2.156 -3.966  0.46
18 H -0.786 3.613 -3.538  0.47
19 O 0.303 1.490 0.396  -0.89
20 O 1.626 -0.829 -2.082  -0.91
21 O -3.037 -2.031 -0.782  -0.91
22 O -1.853 1.435 4.673  -0.93
23 O -0.320 -2.320 -3.479  -0.90
24 O 3.760 1.865 4.198  -0.94
25 O -0.994 -3.185 0.429  -0.91
26 O 1.295 0.421 1.110  -0.89
27 O -0.754 3.051 -4.321  -0.93

=====

Entry 5:
Density functional theory data (the ωB97M-V functional and the def2-TZVPD basis) for a structure of composition C39H29N5O4PbSi.

- max |F| (eV Å⁻¹) = 0.86
- E_tot (Eh) = -2560.65199
- LUMO (eV) = -1.15
- orbital gap (Eh) = 0.2474
- HOMO energy (Eh) = -0.290
- energy above the lowest of the compared OMol25 structures with the same formula, charge and spin (eV) = 2.248

Each line ends with the Mulliken charge.
Geometry (Å):
1 Pb -0.628 0.140 0.262  1.59
2 O -6.389 4.408 0.469  -0.73
3 C -6.229 3.481 1.283  0.37
4 O -6.916 3.040 2.216  -0.72
5 C -4.817 2.836 1.199  -0.61
6 C -3.849 3.379 0.366  -1.01
7 C -2.611 2.773 0.282  0.83
8 N -2.344 1.658 0.977  0.20
9 C -3.242 1.158 1.825  0.94
10 C -4.494 1.728 1.963  -0.99
11 C -2.749 0.025 2.657  0.31
12 C -3.542 -0.631 3.582  -0.55
13 C -2.980 -1.630 4.357  -0.68
14 C -1.636 -1.937 4.210  -0.82
15 C -0.913 -1.253 3.254  -0.16
16 N -1.464 -0.306 2.494  0.01
17 C -1.469 3.352 -0.484  0.25
18 C -1.568 4.525 -1.224  -0.48
19 C -0.426 5.041 -1.810  -0.71
20 C 0.787 4.385 -1.646  -0.66
21 C 0.794 3.206 -0.923  -0.32
22 N -0.310 2.702 -0.371  0.30
23 H -4.116 4.273 -0.182  0.61
24 H -5.243 1.363 2.654  0.60
25 H -4.587 -0.377 3.685  0.45
26 H -3.590 -2.166 5.072  0.44
27 H -1.159 -2.699 4.811  0.47
28 H 0.135 -1.462 3.074  0.48
29 H -2.517 5.029 -1.333  0.48
30 H -0.482 5.957 -2.385  0.45
31 H 1.703 4.778 -2.065  0.48
32 H 1.704 2.632 -0.772  0.27
33 O -3.377 -3.442 0.765  -0.79
34 C -2.478 -2.642 0.543  0.02
35 O -2.571 -1.400 0.274  -0.37
36 C -1.050 -3.209 0.554  0.46
37 C -0.853 -4.582 0.615  -0.84
38 C 0.441 -5.072 0.630  -0.65
39 C 1.503 -4.177 0.597  -0.70
40 C 1.225 -2.826 0.538  -0.68
41 N -0.027 -2.354 0.508  0.96
42 H -1.726 -5.216 0.657  0.61
43 H 0.624 -6.138 0.674  0.44
44 H 2.529 -4.518 0.618  0.53
45 H 2.015 -2.085 0.516  0.11
46 C -1.196 1.431 -3.177  -1.02
47 Si -1.122 -0.235 -2.389  0.79
48 C -2.688 -1.173 -2.573  -1.03
49 C 0.448 -1.129 -2.774  0.61
50 C 1.574 -0.425 -3.211  -0.40
51 C 2.769 -1.085 -3.461  -0.75
52 C 2.853 -2.460 -3.278  -0.56
53 C 1.741 -3.175 -2.850  -0.66
54 C 0.548 -2.513 -2.599  -0.42
55 H -1.229 1.292 -4.264  0.54
56 H -0.338 2.058 -2.939  0.12
57 H -2.106 1.955 -2.877  0.30
58 H -2.908 -1.271 -3.643  0.45
59 H -3.500 -0.634 -2.085  0.27
60 H -2.645 -2.163 -2.122  0.27
61 H 1.521 0.649 -3.359  0.30
62 H 3.633 -0.528 -3.805  0.47
63 H 3.785 -2.977 -3.477  0.41
64 H 1.803 -4.247 -2.711  0.47
65 H -0.314 -3.081 -2.261  0.41
66 N 9.431 0.650 1.008  -0.48
67 C 8.282 0.632 1.031  -0.08
68 C 6.839 0.605 1.052  0.61
69 C 6.147 -0.085 0.059  -0.76
70 C 4.765 -0.115 0.077  -0.20
71 C 4.057 0.542 1.087  0.21
72 C 4.758 1.235 2.074  -0.49
73 C 6.140 1.266 2.058  -0.73
74 C 2.620 0.492 1.091  0.57
75 C 1.409 0.426 1.079  -1.30
76 H 6.699 -0.591 -0.722  0.46
77 H 4.221 -0.643 -0.697  0.50
78 H 4.209 1.746 2.854  0.52
79 H 6.686 1.803 2.822  0.45

=====

Entry 6:
Density functional theory data (the ωB97M-V functional and the def2-TZVPD basis) for a cluster of 2 separate species, C4H6N2O in total in a non-equilibrium geometry.

- max |F| (eV Å⁻¹) = 4.00
- E_tot (Eh) = -340.65852
- LUMO (eV) = 1.05
- orbital gap (Eh) = 0.3482
- HOMO energy (Eh) = -0.310
- energy above the lowest of the compared OMol25 structures with the same formula, charge and spin (eV) = 3.711

Each line ends with the natural charge from an NBO analysis.
Geometry (Å):
1 C 3.244 1.419 -0.394  0.49
2 C -1.305 -0.798 -0.841  -0.29
3 C -0.313 -0.001 0.026  0.13
4 C -0.405 1.119 1.054  -0.65
5 N -0.301 -1.879 -0.665  -0.44
6 N 0.483 -1.064 0.040  -0.22
7 O 3.454 1.121 0.655  -0.49
8 H 0.070 -2.524 -1.366  0.37
9 H -2.235 -1.070 -0.384  0.21
10 H -1.555 -0.651 -1.922  0.21
11 H 0.559 1.306 1.519  0.24
12 H -1.143 0.890 1.755  0.22
13 H -0.553 2.131 0.523  0.22